DFT (ωB97M-V with the def2-TZVPD basis set) results for a molecular structure, C12H37AsF6O6 at a distorted geometry.

Results
**E_LUMO**: 0.0006 Ha
**Frontier orbital gap**: 10.259 eV
**Max |F|**: 0.039 Eh/bohr
**Total energy**: -102475.4603 eV
**ΔE to the lowest compared entry with this formula, charge and spin**: 0.0 kJ/mol

Positions of all 62 atoms, in Å:
O  0.087  0.350  -0.475
H  -0.471  1.206  -0.398
H  0.356  0.175  0.476
H  0.928  0.570  -0.983
As  3.213  -2.517  -0.211
F  2.165  -2.776  -1.604
F  2.320  -3.793  0.577
F  4.217  -2.211  1.207
F  4.054  -1.282  -1.148
F  2.081  -1.299  0.438
F  4.376  -3.688  -0.759
C  -1.531  -3.327  -1.666
C  -1.350  -3.392  -0.142
O  -0.605  -2.320  0.352
H  -1.858  -2.349  -2.014
H  -2.215  -4.131  -1.941
H  -0.574  -3.488  -2.172
H  -1.132  -4.387  0.256
H  -2.383  -3.293  0.224
H  0.345  -2.348  0.203
C  -2.296  4.099  -1.894
C  -2.530  2.933  -0.939
O  -1.245  2.612  -0.309
H  -1.665  3.851  -2.747
H  -1.636  4.845  -1.438
H  -3.231  4.555  -2.212
H  -2.811  1.984  -1.390
H  -3.275  3.198  -0.189
H  -1.074  3.351  0.285
C  -3.431  0.902  2.917
C  -2.609  -0.297  2.472
O  -2.125  -0.131  1.146
H  -2.851  1.793  3.176
H  -3.881  0.651  3.879
H  -4.069  1.148  2.068
H  -3.254  -1.180  2.541
H  -1.799  -0.471  3.192
H  -1.621  -0.954  0.985
C  1.266  -1.172  3.578
C  0.887  0.301  3.393
C  1.665  1.225  4.296
O  1.028  0.680  2.010
H  2.305  -1.259  3.261
H  0.651  -1.802  2.934
H  1.070  -1.468  4.608
H  -0.182  0.482  3.547
H  1.661  2.272  3.990
H  2.729  0.967  4.369
H  1.338  1.131  5.333
H  1.931  1.011  1.902
C  1.490  -0.226  -4.564
C  1.806  0.936  -3.623
C  0.655  1.900  -3.412
O  2.095  0.343  -2.333
H  0.590  -0.790  -4.326
H  2.354  -0.890  -4.558
H  1.357  0.176  -5.573
H  2.727  1.436  -3.932
H  -0.275  1.351  -3.252
H  0.520  2.405  -4.374
H  0.847  2.646  -2.647
H  2.864  -0.242  -2.394